[1]
{"formula": "C30H34Cl2CrN7O2SSi", "method": "wB97M-V/def2-TZVPD", "elements": ["Cr", "Cl", "C", "C", "C", "N", "C", "O", "C", "C", "C", "C", "C", "N", "C", "C", "C", "Cl", "N", "C", "O", "C", "C", "C", "C", "C", "N", "H", "H", "H", "H", "H", "H", "H", "H", "H", "H", "C", "Si", "C", "C", "C", "C", "C", "C", "N", "C", "S", "H", "H", "H", "H", "H", "H", "H", "H", "H", "H", "H", "H", "C", "C", "C", "C", "N", "N", "H", "H", "H", "H", "H", "H", "H", "H", "H", "H", "H", "H"], "coordinates": [[-1.1089, -0.8263, -0.2636], [0.3164, -3.7784, -6.2347], [0.0162, -3.5602, -4.5432], [-0.5575, -2.3637, -4.1220], [-0.7887, -2.1764, -2.7755], [-1.3907, -1.0587, -2.1631], [-2.4786, -0.5032, -2.7549], [-2.7195, -0.3662, -3.9394], [-3.5261, -0.1432, -1.7239], [-4.7420, 0.3944, -2.0989], [-5.7094, 0.5722, -1.1228], [-5.4258, 0.1903, 0.1782], [-4.1733, -0.3263, 0.4703], [-3.2271, -0.4756, -0.4574], [-0.4626, -3.1654, -1.8337], [0.1057, -4.3555, -2.2608], [0.3418, -4.5415, -3.6203], [1.0574, -6.0362, -4.1254], [-0.7744, -2.7723, -0.5255], [-0.6229, -3.5978, 0.5247], [-0.2058, -4.7470, 0.5596], [-1.0956, -2.9280, 1.7854], [-1.1296, -3.6171, 2.9866], [-1.6198, -2.9680, 4.1018], [-2.0457, -1.6516, 3.9782], [-1.9454, -1.0312, 2.7501], [-1.4881, -1.6582, 1.6597], [-0.8145, -1.6007, -4.8394], [-4.8998, 0.6327, -3.1409], [-6.6753, 0.9888, -1.3758], [-6.1585, 0.2855, 0.9664], [-3.9264, -0.6404, 1.4728], [0.3653, -5.1267, -1.5546], [-0.7746, -4.6371, 2.9977], [-1.6696, -3.4733, 5.0573], [-2.4275, -1.0982, 4.8237], [-2.2061, 0.0100, 2.6303], [5.4196, 1.7179, 1.7896], [3.8352, 1.0078, 2.5117], [4.2570, -0.3650, 3.7135], [2.9876, 2.3851, 3.4394], [2.9143, 0.1955, 1.0680], [3.7106, -0.3925, 0.1038], [3.1573, -1.0486, -0.9981], [1.7926, -1.1147, -1.0763], [0.9825, -0.5867, -0.1411], [1.5078, 0.0855, 0.9092], [0.3866, 0.8093, 1.9969], [5.9228, 2.3392, 2.5325], [5.2054, 2.3443, 0.9211], [6.1272, 0.9483, 1.4788], [4.9104, -0.0076, 4.5116], [4.7555, -1.1962, 3.2122], [3.3452, -0.7527, 4.1732], [3.7102, 2.7827, 4.1576], [2.1097, 2.0321, 3.9747], [2.6721, 3.1965, 2.7829], [4.7894, -0.3380, 0.1894], [3.7663, -1.4928, -1.7712], [1.3137, -1.6064, -1.9106], [-0.5198, 4.1249, 0.1634], [-0.0990, 3.5074, -1.1744], [-1.0561, 3.9317, -2.2843], [1.3243, 3.9401, -1.5115], [-0.0404, 2.0303, -1.1457], [-1.1959, 1.3960, -0.5969], [-0.3375, 5.2001, 0.1468], [0.0512, 3.6897, 0.9859], [-1.5854, 3.9900, 0.3646], [-1.0703, 5.0179, -2.3807], [-2.0816, 3.6179, -2.0724], [-0.7526, 3.4959, -3.2359], [1.3685, 5.0173, -1.6708], [1.6705, 3.4375, -2.4149], [2.0041, 3.6892, -0.6935], [0.7306, 1.7448, -0.5534], [-1.9452, 1.5652, -1.2613], [-1.4574, 1.8118, 0.2990]], "mulliken_spin": [1.025, 0.000, 0.001, -0.002, 0.021, -0.045, 0.020, 0.005, 0.001, -0.007, 0.008, -0.006, 0.015, -0.025, -0.013, -0.004, -0.002, 0.000, -0.021, 0.002, 0.028, 0.027, -0.002, 0.003, -0.001, 0.005, -0.032, 0.000, 0.000, 0.000, 0.000, -0.001, 0.002, 0.001, 0.000, 0.000, 0.001, 0.000, 0.000, 0.000, -0.001, -0.005, 0.002, -0.001, 0.016, -0.023, 0.009, -0.006, 0.000, 0.000, 0.000, 0.000, 0.000, 0.000, 0.000, 0.000, 0.000, 0.000, 0.000, -0.002, 0.000, 0.000, 0.000, 0.000, -0.008, 0.009, 0.000, 0.000, 0.000, 0.000, 0.000, 0.000, 0.000, 0.000, 0.000, 0.002, 0.001, 0.002], "multiplicity": 2, "gap_ev": [6.854, 6.706], "relative_energy_ev": 0.235, "s_squared": 0.76, "e_homo_ev": [-7.52, -7.52]}

=====

[2]
{"formula": "C30H34Cl2MoN5O3P2S4", "method": "wB97M-V/def2-TZVPD", "elements": ["Mo", "O", "N", "C", "C", "C", "C", "C", "C", "C", "P", "C", "C", "C", "C", "C", "C", "C", "C", "C", "C", "C", "C", "H", "H", "H", "H", "H", "H", "H", "H", "H", "H", "H", "H", "H", "H", "H", "H", "C", "C", "S", "C", "C", "S", "H", "H", "H", "H", "H", "H", "S", "C", "C", "N", "C", "S", "C", "N", "N", "C", "P", "O", "O", "C", "N", "H", "H", "H", "H", "H", "H", "H", "H", "H", "H", "Cl", "C", "Cl", "H", "H"], "coordinates": [[-0.8474, 0.2882, 0.5581], [-0.8258, -1.3417, 3.1920], [-0.0923, -1.2319, 2.0277], [0.8786, -2.0548, 2.0143], [1.7956, -2.3793, 0.9128], [2.9716, -3.0158, 1.3157], [3.8816, -3.5038, 0.3961], [3.5949, -3.4167, -0.9568], [2.4220, -2.8065, -1.3721], [1.5327, -2.2483, -0.4594], [-0.0100, -1.5104, -1.0932], [-0.9605, -3.0271, -1.4403], [-1.1363, -3.5570, -2.7137], [-1.8096, -4.7617, -2.8792], [-2.2970, -5.4469, -1.7799], [-2.1066, -4.9321, -0.5031], [-1.4452, -3.7302, -0.3354], [0.3336, -0.7663, -2.7164], [1.6025, -0.3865, -3.1448], [1.7644, 0.2370, -4.3737], [0.6641, 0.5147, -5.1719], [-0.6063, 0.1506, -4.7469], [-0.7667, -0.4954, -3.5317], [-1.4297, -0.5705, 3.1739], [1.0229, -2.6266, 2.9279], [3.1646, -3.1349, 2.3748], [4.7922, -3.9781, 0.7356], [4.2722, -3.8341, -1.6896], [2.1917, -2.7720, -2.4295], [-0.7463, -3.0514, -3.5848], [-1.9490, -5.1601, -3.8752], [-2.8262, -6.3808, -1.9138], [-2.4837, -5.4632, 0.3606], [-1.3188, -3.3303, 0.6640], [2.4676, -0.5635, -2.5206], [2.7581, 0.5127, -4.7035], [0.7960, 1.0068, -6.1265], [-1.4745, 0.3613, -5.3574], [-1.7604, -0.7943, -3.2226], [3.2760, 4.5908, -0.0534], [2.5771, 3.3710, 0.4797], [3.4315, 2.5446, 1.8178], [1.6557, 2.5536, -0.3342], [1.3868, 2.8939, -1.7763], [1.5231, 0.8032, 0.0525], [3.4235, 5.3168, 0.7473], [2.7020, 5.0657, -0.8441], [4.2537, 4.3124, -0.4448], [1.3244, 3.9690, -1.9401], [0.4612, 2.4266, -2.1107], [2.1896, 2.4921, -2.3931], [-1.8644, 1.6976, -0.9882], [-3.2109, 0.8063, -1.6567], [-3.8093, 1.3424, -2.8358], [-4.2413, 1.8166, -3.7906], [-3.6171, -0.3493, -1.0732], [-2.9025, -0.9893, 0.3621], [-4.7007, -1.1021, -1.6386], [-5.5598, -1.7263, -2.0771], [-1.4283, 4.3033, 0.6526], [-1.5585, 3.6830, 2.0068], [-0.7021, 2.0349, 2.1210], [1.1324, 3.5039, 0.6472], [-1.8449, 0.9808, 2.3452], [0.3335, 2.2557, 3.6082], [1.0184, 1.0249, 3.9206], [-1.8483, 5.2306, 0.6138], [-1.8815, 3.6939, -0.0535], [-0.4200, 4.3503, 0.4092], [-2.6145, 3.5154, 2.2134], [-1.1516, 4.3812, 2.7376], [-0.3181, 2.6357, 4.4071], [1.0483, 3.0403, 3.3530], [4.1064, 3.6386, 2.2050], [0.5428, 0.4909, 4.6348], [1.9758, 1.1867, 4.1962], [-3.0003, 0.0498, 5.1550], [-2.2057, -0.6243, 6.5821], [-0.6003, 0.0840, 6.8438], [-2.0841, -1.6902, 6.4357], [-2.8127, -0.4042, 7.4512]], "lowdin_charge": [0.647, -0.083, -0.166, -0.084, -0.221, -0.022, -0.048, -0.043, -0.078, -0.331, 0.978, -0.355, -0.072, -0.060, -0.061, -0.060, -0.142, -0.374, -0.126, -0.074, -0.061, -0.052, -0.122, -0.010, 0.148, 0.120, 0.114, 0.116, 0.110, 0.102, 0.111, 0.111, 0.112, 0.075, 0.091, 0.112, 0.111, 0.114, 0.098, -0.051, -0.784, 0.847, -0.801, -0.066, 0.642, 0.087, 0.079, 0.100, 0.084, 0.031, 0.093, 0.678, -0.674, -0.273, 0.186, -0.693, 0.718, -0.251, 0.197, 0.104, -0.228, 0.719, -0.208, -0.621, -0.386, -0.018, 0.167, 0.027, 0.117, 0.112, 0.107, 0.098, 0.062, -0.107, -0.009, 0.064, 0.581, -0.965, 0.550, 0.032, 0.028], "gap_ev": [6.451, 6.501], "total_charge": 1, "relative_energy_ev": 2.482, "e_homo_ev": [-10.21, -10.35]}

=====

[3]
{"formula": "C30H34Cl3CoN3O6S2Si", "method": "wB97M-V/def2-TZVPD", "elements": ["Co", "C", "C", "C", "C", "C", "C", "C", "C", "N", "C", "C", "C", "C", "N", "C", "C", "C", "C", "C", "C", "C", "C", "H", "H", "H", "H", "H", "H", "H", "H", "H", "H", "H", "H", "H", "H", "H", "H", "H", "H", "H", "H", "H", "H", "H", "H", "O", "C", "O", "C", "C", "C", "C", "S", "C", "C", "H", "H", "H", "H", "H", "Cl", "Si", "Cl", "Cl", "C", "C", "C", "N", "H", "H", "H", "H", "H", "O", "S", "O", "O", "O"], "coordinates": [[-0.6677, 0.5727, 0.4114], [-2.0307, 3.0905, 2.9658], [-2.0388, 1.9201, 3.8994], [-2.9223, 1.8746, 4.9687], [-2.9983, 0.7616, 5.7896], [-2.1909, -0.3295, 5.5278], [-1.2806, -0.3216, 4.4748], [-0.4890, -1.5743, 4.1943], [-1.1933, 0.8314, 3.6893], [-0.2746, 0.8670, 2.5876], [0.9535, 0.6707, 2.8111], [1.6267, 0.7416, 4.1586], [1.8508, 0.4051, 1.6257], [3.2977, 0.1247, 1.9259], [1.3200, 0.3510, 0.4739], [2.1934, 0.1544, -0.6728], [3.1064, 1.1473, -1.0394], [3.3338, 2.4211, -0.2710], [3.8813, 0.9431, -2.1789], [3.7904, -0.2243, -2.9101], [2.9406, -1.2283, -2.4788], [2.1382, -1.0693, -1.3555], [1.2933, -2.2200, -0.8948], [-2.6333, 3.9060, 3.3686], [-2.4517, 2.7976, 1.9992], [-1.0272, 3.4618, 2.7732], [-3.5816, 2.7197, 5.1308], [-3.7079, 0.7328, 6.6080], [-2.2780, -1.2286, 6.1283], [-1.0998, -2.4434, 4.4439], [0.4197, -1.6291, 4.8048], [-0.2211, -1.6586, 3.1395], [0.8987, 0.9119, 4.9458], [2.3339, 1.5752, 4.1449], [2.1922, -0.1616, 4.3886], [3.3555, -0.7270, 2.6071], [3.7771, 0.9715, 2.4196], [3.8497, -0.1128, 1.0225], [2.6301, 2.5766, 0.5388], [3.2306, 3.2788, -0.9337], [4.3467, 2.4287, 0.1464], [4.5616, 1.7298, -2.4865], [4.3850, -0.3585, -3.8058], [2.8764, -2.1608, -3.0268], [1.7164, -3.1544, -1.2711], [0.2783, -2.1082, -1.2819], [1.2021, -2.2641, 0.1893], [0.1406, -0.0098, -9.0377], [0.9680, 0.2064, -7.9618], [2.1178, 0.4969, -8.1934], [0.3589, 0.0674, -6.6330], [-0.9118, -0.4856, -6.4058], [-1.4380, -0.5923, -5.1398], [-0.7338, -0.1441, -3.9887], [-1.4036, -0.3135, -2.4205], [0.5500, 0.4077, -4.2403], [1.0727, 0.5024, -5.5085], [-0.7533, -0.1385, -8.7007], [-1.5085, -0.8863, -7.2238], [-2.4141, -1.0369, -4.9894], [1.1212, 0.7611, -3.3945], [2.0572, 0.9295, -5.6625], [-2.3725, 3.7556, -0.7829], [-0.5512, 2.7763, -0.3918], [0.5196, 3.2740, -2.1656], [0.3716, 4.2840, 0.9239], [-2.8270, -4.2364, -0.0639], [-1.9138, -3.4882, 0.9031], [-1.8530, -1.9886, 0.7015], [-0.8583, -1.2768, 0.8711], [-2.8379, -5.3062, 0.1627], [-2.4878, -4.1047, -1.0932], [-3.8458, -3.8580, -0.0077], [-0.8854, -3.8427, 0.8157], [-2.2376, -3.6719, 1.9350], [-3.1619, -1.5565, 0.2860], [-3.6772, -0.1369, 0.8451], [-4.9274, 0.0679, 0.1748], [-2.6389, 0.8301, 0.4071], [-3.7323, -0.2783, 2.2833]], "mulliken_spin": [1.024, 0.000, -0.005, -0.002, 0.003, -0.002, 0.002, 0.001, 0.004, 0.030, -0.011, 0.001, 0.014, -0.002, -0.006, -0.003, 0.000, -0.002, 0.000, 0.000, 0.001, 0.005, 0.005, 0.000, 0.001, 0.000, 0.000, 0.000, 0.000, 0.000, 0.000, -0.001, -0.001, 0.000, 0.001, 0.000, 0.000, 0.000, 0.000, 0.000, 0.000, 0.000, 0.000, 0.000, 0.000, -0.002, 0.000, 0.000, 0.000, 0.000, -0.001, 0.001, 0.001, 0.008, 0.029, -0.001, 0.001, 0.000, 0.000, -0.001, 0.003, 0.000, -0.004, -0.041, -0.001, -0.003, -0.001, -0.003, 0.006, -0.046, 0.000, 0.000, 0.000, 0.000, 0.000, -0.003, 0.001, 0.000, 0.001, 0.000], "multiplicity": 2, "gap_ev": [5.522, 5.509], "total_charge": -2, "s_squared": 0.76, "e_homo_ev": [-1.58, -1.56]}

=====

no.,calculated total energy (Ha)
1,-4350.02878
2,-4926.92753
3,-5628.82724